1.
C47H39Cl3GeN5O4ScTe as an isolated structure. Source: the Open Molecules 2025 dataset; level of theory: ωB97M-V with the def2-TZVPD basis set.

```
101
C47H39Cl3GeN5O4ScTe, DFT ωB97M-V with the def2-TZVPD basis set
C -0.01 -3.70 -4.45
C -0.26 0.88 -4.18
C -4.92 -5.85 -0.34
H 7.68 5.39 3.72
H -4.49 -5.85 3.03
H -1.82 4.27 -3.23
C -4.31 -1.32 -1.38
C 0.03 2.01 -4.94
C 7.09 3.84 0.76
H -6.05 -6.68 1.29
N 10.13 5.50 1.27
C -2.64 3.14 4.35
H -3.14 4.07 4.12
C 3.16 -1.41 1.40
N 3.92 3.12 2.48
C 5.22 3.61 2.23
H -3.62 -4.85 -1.73
C -1.13 -0.40 -0.04
C -2.93 -4.63 0.28
H -1.25 -4.85 2.63
H -1.87 0.32 0.33
H 0.20 -0.07 -4.45
H 2.03 3.18 -1.59
C -4.29 -5.65 1.98
H -0.30 4.12 -5.18
H 5.28 2.82 0.22
Cl -0.55 -0.73 5.26
H 0.92 -2.17 -1.04
H 0.78 2.98 0.35
C -3.40 -0.92 -2.36
C -3.16 -4.91 1.64
C 3.37 2.03 1.88
C -5.64 -1.56 -1.69
H -3.20 -0.41 -4.44
O 1.97 -1.18 1.83
H 1.20 1.76 -2.24
H -0.29 -4.13 -5.40
H -2.33 2.26 -1.90
H -2.60 -4.20 3.60
N 2.12 1.87 2.22
H 3.59 -1.57 -0.69
C 3.49 -0.76 0.05
H 5.42 4.49 4.18
C 5.81 3.36 1.00
C 7.16 4.82 2.96
H -7.14 -1.59 -3.24
O -0.41 0.75 2.75
H -2.28 0.87 6.83
C -3.80 -5.10 -0.69
C 7.76 4.58 1.73
Cl -3.81 3.30 6.79
Sc 0.70 0.22 1.03
C -1.16 1.30 3.61
H 7.56 3.66 -0.20
C -2.20 -4.31 2.59
C -1.10 0.94 -3.07
Ge -1.49 -0.62 -1.87
C -0.53 3.23 -4.60
C -1.66 2.18 -2.76
C -0.77 -2.66 -3.91
C -0.45 -2.09 -2.68
Cl -1.63 3.32 1.86
H 3.93 1.41 1.21
O 4.00 1.66 -1.23
C 2.93 3.67 3.29
C -1.78 -3.72 -0.04
C -2.16 1.34 5.87
H -1.64 -2.31 -4.46
C -2.80 2.54 5.58
C -1.38 3.32 -3.50
H 0.86 2.99 3.55
C -5.17 -6.11 1.00
H 1.68 -4.99 -4.17
C 1.66 2.18 -1.34
O 4.02 -2.07 1.97
C 9.08 5.09 1.48
H -5.56 -0.85 -5.00
H -0.83 -4.24 -0.10
C -1.84 2.53 3.40
C 1.09 -4.18 -3.76
C 5.89 4.33 3.21
C -1.37 0.75 4.91
H 2.27 -4.00 -1.97
C 2.83 1.28 -0.96
H -1.95 -3.21 -0.98
H -0.30 2.26 -0.67
N 0.64 2.20 -0.28
H -6.32 -1.88 -0.91
C -3.88 -0.75 -3.66
C 1.84 2.89 3.11
H 3.10 4.56 3.87
H 0.70 1.94 -5.79
N 2.46 0.17 -0.35
H 4.48 -0.30 0.10
H -5.60 -6.20 -1.10
C 1.42 -3.62 -2.53
C -6.10 -1.40 -2.99
C 0.66 -2.59 -2.00
C -5.21 -0.99 -3.98
H -3.97 -1.43 -0.36
Te -1.66 -2.28 1.58
```

As for the energy relative to the best compared isomer or geometry (same formula, charge and spin): 0.0 kcal per mole. For the highest occupied orbital energy, the calculation gives -1.0 eV. As for the charge: -2. As for the strongest force on any atom: 0.56 eV Å⁻¹. The LUMO energy comes out at 3.3 eV. Its total energy is -6875.63992 Ha.


2.
A single C13H16N2O2S molecule. Source: the Open Molecules 2025 dataset; level of theory: ωB97M-V with the def2-TZVPD basis set.

```
34
C13H16N2O2S, DFT ωB97M-V with the def2-TZVPD basis set
H 0.03 -1.84 -0.80
H 4.82 -1.49 0.92
C 2.59 1.28 -0.16
S -0.88 1.44 0.61
H 3.73 3.03 0.16
O -1.21 2.84 0.61
N 3.55 0.48 0.24
H -3.66 -2.56 0.98
H -1.63 -1.17 1.43
H -3.32 2.06 -0.73
H -5.37 0.71 -1.19
C 0.99 -2.04 -0.33
C 1.43 0.54 -0.49
C 3.86 -1.88 0.62
C 1.77 -0.78 -0.22
C -2.39 0.49 0.35
H 3.99 -2.58 -0.20
H 0.81 -2.46 0.66
C -4.63 -1.01 -0.14
N 3.05 -0.76 0.21
C 2.75 2.76 -0.23
C 0.13 1.08 -0.90
C -4.55 0.29 -0.63
C -2.46 -0.80 0.84
H 3.39 -2.39 1.46
H 2.67 3.11 -1.26
H -0.46 0.37 -1.48
C -3.59 -1.55 0.60
O -0.21 0.91 1.77
H 1.53 -2.78 -0.92
H 1.98 3.24 0.37
H -5.52 -1.60 -0.33
C -3.42 1.04 -0.38
H 0.21 2.02 -1.42
```

As for the energy relative to the best compared isomer or geometry (same formula, charge and spin): 49.7 kcal per mole. For the highest occupied orbital energy, the calculation gives -8.7 eV. As for the strongest force on any atom: 0.90 eV Å⁻¹. As for the structure (SMILES): Cc1nn(C)c(C)c1CS(=O)(=O)c1ccccc1. The LUMO energy comes out at 0.6 eV. Its total energy is -1163.13469 Ha.


3.
C34H32F3N3O4ReS as an isolated structure. Source: the Open Molecules 2025 dataset; level of theory: ωB97M-V with the def2-TZVPD basis set.

```
78
C34H32F3N3O4ReS, DFT ωB97M-V with the def2-TZVPD basis set
H 1.36 -0.88 -5.23
N -1.26 1.66 0.72
H 6.62 2.75 -0.75
C -5.59 -3.46 -3.07
C 4.78 1.64 -0.45
C 1.02 1.88 0.14
C -4.42 -1.92 -1.61
C -4.83 -2.30 -2.89
H 1.31 1.75 2.86
F -7.10 -5.66 -3.45
H -0.65 -0.68 5.08
H 5.00 0.49 -2.30
H 4.71 -0.50 -0.86
H -0.69 3.65 5.24
C -6.79 -5.46 -2.15
C -2.26 1.57 1.61
C -1.09 2.72 5.66
C 1.25 -1.16 -4.19
N 2.94 -3.25 -1.56
C -5.93 -4.24 -1.99
H 1.52 2.41 4.90
C 0.27 1.68 2.54
C -4.77 -2.73 -0.52
C 0.89 -1.85 -1.51
C 5.55 2.87 -0.97
C 0.22 -0.58 -3.46
H 3.44 2.24 -2.80
H -2.18 2.74 5.53
C -1.08 0.21 5.56
H 1.01 2.53 -3.08
C 1.04 1.49 5.26
H 2.94 -2.50 -4.12
H 1.21 1.43 6.34
O -1.20 1.33 -3.31
C -3.00 0.33 -1.32
H -3.25 1.54 1.18
O 2.94 -3.29 -0.33
N 0.55 2.15 -1.09
C 2.37 1.72 0.37
C 5.22 0.39 -1.23
C 2.78 2.14 -1.93
C 1.43 2.29 -2.12
H 6.20 1.36 1.15
O -0.55 0.63 -5.35
S -2.58 3.60 -1.25
H -2.16 0.18 5.43
H 1.54 0.63 4.79
H 5.20 3.78 -0.47
H 0.76 -2.15 -0.48
C -0.74 1.56 3.47
C -0.02 1.73 1.19
C 3.28 1.84 -0.67
Re -1.52 1.71 -1.34
H -5.91 -3.75 -4.07
H -0.85 -0.63 -1.58
C -5.52 -3.89 -0.71
H -5.78 -4.51 0.14
H -2.90 1.44 3.63
H 6.30 0.24 -1.12
C 2.12 -2.05 -3.58
C 1.95 -2.36 -2.24
H 4.79 2.31 1.64
H 4.67 0.53 1.44
C -3.64 -0.71 -1.42
C 0.03 -0.96 -2.14
H -0.88 2.70 6.73
C -0.59 0.52 -4.14
H 5.44 3.00 -2.05
H 2.70 1.47 1.37
H -0.86 0.15 6.63
C -0.46 1.49 4.97
F -7.94 -5.33 -1.44
H -4.56 -1.68 -3.73
F -6.14 -6.56 -1.69
C -2.04 1.51 2.96
H -4.45 -2.45 0.48
O 3.70 -3.91 -2.26
C 5.12 1.45 1.03
```

As for the energy relative to the best compared isomer or geometry (same formula, charge and spin): 20.6 kcal per mole. For the highest occupied orbital energy (spin up / spin down), the calculation gives -6.9 / -7.3 eV. The spin multiplicity is 2. As for the strongest force on any atom: 3.33 eV Å⁻¹. The LUMO energy (spin up / spin down) comes out at -1.3 / -1.4 eV. Its total energy is -2556.05587 Ha.


4.
A single C8H16 molecule. Source: the Open Molecules 2025 dataset; level of theory: ωB97M-V with the def2-TZVPD basis set.

```
24
C8H16, DFT ωB97M-V with the def2-TZVPD basis set
H -3.96 -1.33 -1.87
C -2.19 -0.66 -0.82
H -0.45 1.42 1.00
C 2.21 1.73 0.18
H -2.48 -2.01 -2.56
H 3.86 2.44 -1.00
H 3.89 0.73 -0.71
H 0.09 -1.30 1.68
C 3.66 1.69 -0.26
H -1.59 -0.58 1.86
H -2.07 0.32 -1.33
H 1.66 2.64 0.04
H 2.16 -0.30 0.88
H -2.82 -0.53 0.13
H -3.15 -2.66 -1.09
H -0.02 -0.58 -0.72
H 0.25 1.29 2.43
C 0.24 0.81 1.47
C -0.60 -0.65 1.29
C 1.57 0.70 0.77
H -0.83 -2.19 -0.28
C -2.99 -1.70 -1.62
C -0.82 -1.08 -0.17
H 4.38 1.80 0.69
```

As for the energy relative to the best compared isomer or geometry (same formula, charge and spin): 37.7 kcal per mole. For the highest occupied orbital energy, the calculation gives -9.1 eV. As for the strongest force on any atom: 3.87 eV Å⁻¹. As for the structure (SMILES): C/C=C/CCCCC. The LUMO energy comes out at 1.2 eV. Its total energy is -314.33448 Ha.


Question: Among the records above, which one has the highest strongest force on any atom?
Answer: C8H16


Question: What is the strongest force on any atom in the fourth record?
Answer: 3.87 eV Å⁻¹


Question: Look up the energy relative to the best compared isomer or geometry (same formula, charge and spin) of the second one.
Answer: 49.7 kcal per mole


Question: Among the records above, which one has the lowest energy relative to the best compared isomer or geometry (same formula, charge and spin)?
Answer: C47H39Cl3GeN5O4ScTe